Entry 1:
One molecule with the formula C7H12N2O2 at a distorted geometry. Source: the OMol25 dataset; level of theory: wB97M-V/def2-TZVPD.

Element x y z (Å)
C: 1.710 1.992 -0.490
O: 1.376 0.709 0.064
C: 0.087 0.190 0.010
C: -1.084 0.697 0.443
C: -1.562 2.019 0.999
N: -1.918 -0.517 0.483
O: -3.080 -0.430 0.950
N: -1.375 -1.592 0.130
C: -0.001 -1.302 -0.245
C: 0.813 -1.974 0.839
C: 0.361 -1.729 -1.690
H: 2.687 2.260 -0.032
H: 0.963 2.652 -0.182
H: 1.638 1.905 -1.602
H: -2.410 2.332 0.472
H: -0.657 2.707 0.780
H: -1.922 2.041 1.999
H: 0.524 -2.970 1.197
H: 0.988 -1.333 1.707
H: 1.781 -2.004 0.363
H: -0.165 -2.668 -1.739
H: 1.373 -1.848 -1.954
H: -0.126 -1.137 -2.501

Computed properties:
LUMO in eV: 0.54
Energy relative to the best compared isomer or geometry (same formula, charge and spin) in kcal/mol: 116.5
Multiplicity: 1
Structure (SMILES): COC1=C(C)[N+]([O-])=NC1(C)C
E_HOMO in eV: -9.15
Orbital gap in eV: 9.694

***

Entry 2:
One molecule with the formula C7H12N2O5 at a distorted geometry. Source: the OMol25 dataset; level of theory: wB97M-V/def2-TZVPD.

Element x y z (Å)
C: -1.631 0.022 -2.234
C: -0.383 0.945 -2.075
N: 0.635 0.528 -2.992
C: 0.004 0.992 -0.617
O: -0.176 1.994 0.128
N: 0.734 -0.103 -0.239
C: 0.775 -0.380 1.171
C: -0.633 -0.608 1.847
C: -0.816 0.276 3.022
O: -0.217 0.061 4.005
O: -1.502 1.393 2.824
C: 1.814 -1.490 1.532
O: 1.652 -2.365 2.366
O: 2.887 -1.494 0.700
H: -2.431 0.272 -1.535
H: -1.373 -1.043 -2.092
H: -1.926 0.181 -3.276
H: -0.621 1.954 -2.415
H: 0.478 -0.313 -3.506
H: 1.585 0.630 -2.732
H: 0.876 -0.810 -0.930
H: 1.140 0.631 1.588
H: -1.394 -0.550 1.106
H: -0.557 -1.626 2.262
H: -1.597 1.585 1.903
H: 2.676 -0.683 0.187

Computed properties:
LUMO in eV: 0.15
Energy relative to the best compared isomer or geometry (same formula, charge and spin) in kcal/mol: 30.1
Multiplicity: 1
Structure (SMILES): C[C@H](N)C(=O)N[C@@H](CC(=O)O)C(=O)O
E_HOMO in eV: -10.13
Orbital gap in eV: 10.282

***

Entry 3:
An isolated ion of composition C7H12N3 and charge +1 at a distorted geometry. Source: the OMol25 dataset; level of theory: wB97M-V/def2-TZVPD.

Element x y z (Å)
C: 2.695 0.230 0.164
C: 1.329 0.042 0.836
C: 0.200 -0.270 -0.181
C: 0.325 -1.627 -0.561
N: 0.355 -2.768 -0.516
C: -0.125 0.721 -1.252
C: -1.630 0.629 -1.550
N: -2.237 0.207 -0.275
C: -1.387 -0.201 0.619
N: -1.603 -0.474 1.871
H: 2.982 -0.749 -0.387
H: 3.573 0.259 0.965
H: 2.738 1.262 -0.342
H: 1.091 0.869 1.606
H: 1.492 -0.834 1.557
H: 0.494 0.519 -2.090
H: 0.249 1.665 -0.879
H: -2.193 1.509 -1.874
H: -1.820 -0.028 -2.383
H: -3.043 0.690 -0.010
H: -0.864 -0.920 2.470
H: -2.623 -0.730 2.214

Computed properties:
LUMO in eV: -3.56
Energy relative to the best compared isomer or geometry (same formula, charge and spin) in kcal/mol: 59.1
Charge: +1
Multiplicity: 1
Structure (SMILES): CC[C@]1(C#N)CCNC1=[NH2+]
E_HOMO in eV: -15.28
Orbital gap in eV: 11.718

***

Entry 4:
An isolated ion of composition C7H12N5 and charge +1 at a distorted geometry. Source: the OMol25 dataset; level of theory: wB97M-V/def2-TZVPD.

Element x y z (Å)
C: 1.215 -0.390 1.816
C: -0.918 0.298 -0.294
C: 0.302 -0.507 -0.435
C: 0.753 1.681 2.984
C: -0.716 -0.476 -2.489
C: 2.210 -1.798 0.146
C: -2.685 0.911 -1.842
N: 0.717 0.714 2.248
N: 0.390 -0.958 -1.716
N: 1.174 -0.838 0.502
N: -1.453 0.276 -1.483
N: 0.024 2.384 3.786
H: 1.723 -1.058 2.498
H: -0.397 0.173 -3.317
H: -1.328 -1.293 -2.897
H: 2.825 -1.404 -0.668
H: 2.860 -1.977 1.000
H: 1.766 -2.749 -0.162
H: -3.394 0.175 -2.225
H: -3.100 1.390 -0.959
H: -2.515 1.663 -2.616
H: 1.083 -1.577 -2.098
H: -0.899 2.089 4.096
H: 0.363 3.273 4.123

Computed properties:
LUMO (spin up / spin down) in eV: -3.99 / -4.00
Energy relative to the best compared isomer or geometry (same formula, charge and spin) in kcal/mol: 65.7
Charge: +1
Multiplicity: 1
E_HOMO (spin up / spin down) in eV: -10.51 / -10.51
Orbital gap (spin up / spin down) in eV: 6.518 / 6.512

***

Entry 5:
An isolated ion of composition C7H12N5O4 and charge +1. Source: the OMol25 dataset; level of theory: wB97M-V/def2-TZVPD.

Element x y z (Å)
C: 0.304 -3.718 0.050
C: 0.850 -2.364 -0.333
N: -0.116 -1.620 -1.220
N: 0.247 -0.276 -1.266
N: 1.219 0.176 -1.987
N: 1.304 1.479 -1.808
C: 0.360 1.820 -0.935
C: 0.151 3.192 -0.418
C: 0.964 3.438 0.855
O: 1.050 4.505 1.357
O: 1.520 2.302 1.349
N: -0.339 0.724 -0.586
C: -1.485 0.669 0.329
C: -1.519 -0.467 1.360
O: -1.129 -0.261 2.462
O: -2.011 -1.657 0.957
H: -0.710 -3.669 0.426
H: 0.958 -4.135 0.811
H: 0.324 -4.410 -0.789
H: 0.996 -1.744 0.549
H: 1.797 -2.474 -0.857
H: 0.031 -1.921 -2.180
H: -0.890 3.407 -0.194
H: 0.505 3.906 -1.155
H: 2.433 2.487 1.618
H: -2.417 0.688 -0.232
H: -1.419 1.581 0.908
H: -2.978 -1.659 0.931

Computed properties:
LUMO in eV: -4.33
Energy relative to the best compared isomer or geometry (same formula, charge and spin) in kcal/mol: 0.0
Charge: +1
Multiplicity: 1
Structure (SMILES): CCNn1nnc(CC(=O)O)[n+]1CC(=O)O
E_HOMO in eV: -14.38
Orbital gap in eV: 10.050

***

Entry 6:
An isolated ion of composition C7H12NO2S and charge +1 at a distorted geometry. Source: the OMol25 dataset; level of theory: wB97M-V/def2-TZVPD.

Element x y z (Å)
C: 1.144 -0.757 1.669
C: 0.735 0.649 1.840
C: -1.370 -0.619 -1.839
C: -0.554 1.436 -0.276
C: -0.621 0.931 -1.566
C: 0.158 -1.805 1.212
C: -0.584 -1.843 -0.017
N: 0.743 1.371 0.492
O: -0.468 -1.502 -1.256
O: 0.644 0.847 -2.227
S: -1.694 -1.558 1.279
H: 1.765 -0.949 0.793
H: 1.680 -1.151 2.577
H: -0.128 0.970 2.315
H: 1.571 1.298 2.281
H: -2.310 -0.673 -1.365
H: -1.449 -0.796 -2.970
H: -1.261 1.956 0.171
H: -1.259 1.567 -2.265
H: 0.108 -2.780 1.673
H: 1.200 2.262 0.613
H: 1.300 0.786 -0.105
H: 0.651 0.359 -3.029

Computed properties:
LUMO (spin up / spin down) in eV: -3.13 / -4.95
Energy relative to the best compared isomer or geometry (same formula, charge and spin) in kcal/mol: 120.7
Charge: +1
Multiplicity: 1
E_HOMO (spin up / spin down) in eV: -12.11 / -10.34
Orbital gap (spin up / spin down) in eV: 8.980 / 5.392

***

Entry 7:
One molecule with the formula C7H12NO5P at a distorted geometry. Source: the OMol25 dataset; level of theory: wB97M-V/def2-TZVPD.

Element x y z (Å)
C: -1.946 -2.294 -0.118
O: -0.639 -1.920 -0.440
P: -0.033 -0.827 0.593
O: -0.594 -1.026 1.921
N: 1.692 -0.881 0.260
C: 2.637 -1.891 0.628
C: 2.119 0.410 -0.041
O: 3.269 0.740 -0.039
O: 1.129 1.216 -0.382
C: -0.193 0.818 -0.299
C: -0.661 0.824 -1.751
C: -1.145 1.700 0.468
C: -0.842 3.124 0.661
O: -2.111 1.144 0.939
H: -2.673 -1.730 -0.767
H: -2.254 -2.096 0.936
H: -2.002 -3.410 -0.441
H: 2.611 -2.738 -0.169
H: 3.617 -1.402 0.769
H: 2.494 -2.309 1.598
H: -1.623 0.380 -1.922
H: -0.134 -0.065 -2.301
H: -0.521 1.793 -2.119
H: -1.031 3.682 -0.315
H: 0.229 3.204 0.879
H: -1.396 3.553 1.452

Computed properties:
LUMO in eV: 0.65
Energy relative to the best compared isomer or geometry (same formula, charge and spin) in kcal/mol: 0.0
Multiplicity: 1
Structure (SMILES): CO[P@@]1(=O)N(C)C(=O)O[C@]1(C)C(C)=O
E_HOMO in eV: -10.15
Orbital gap in eV: 10.804

***

Entry 8:
A 2-piece molecular cluster, C7H12O overall at a distorted geometry. Source: the OMol25 dataset; level of theory: wB97M-V/def2-TZVPD.

Element x y z (Å)
C: 2.141 1.035 1.444
C: 1.852 -0.235 0.978
C: 0.703 0.225 0.212
C: 0.886 0.573 -1.101
C: -0.560 0.289 1.045
C: -1.820 0.032 0.674
C: -2.334 0.164 -0.751
H: 2.934 1.656 1.009
H: 1.702 1.397 2.370
H: 2.450 -1.006 0.479
H: 1.866 0.325 -1.502
H: 0.177 1.102 -1.716
H: -0.289 0.201 2.095
H: -2.582 0.156 1.442
H: -2.279 -0.763 -1.304
H: -1.714 0.914 -1.247
H: -3.327 0.613 -0.736
O: -0.152 -2.320 -1.441
H: 0.354 -1.500 -1.294
H: -0.009 -2.856 -0.657

Computed properties:
LUMO in eV: -0.52
Energy relative to the best compared isomer or geometry (same formula, charge and spin) in kcal/mol: 122.7
Multiplicity: 1
Structure (SMILES): C=CC(=C)/C=C\C.O
E_HOMO in eV: -7.89
Orbital gap in eV: 7.367

***

Entry 9:
A 3-piece molecular cluster, C7H12O overall at a distorted geometry. Source: the OMol25 dataset; level of theory: wB97M-V/def2-TZVPD.

Element x y z (Å)
C: -1.706 1.621 0.340
C: -0.418 1.280 -0.948
C: -2.384 -0.272 -1.468
C: -1.775 0.837 -0.886
C: -0.504 -0.539 1.373
C: 0.553 -1.399 0.988
C: 2.002 -1.188 0.973
H: -1.766 2.718 0.447
H: -0.134 1.893 -1.753
H: 0.464 1.007 -0.310
H: -1.876 -0.615 -2.343
H: -3.259 -0.717 -1.148
H: -1.470 -0.571 0.915
H: 0.306 -2.409 0.501
H: 2.262 -0.595 1.876
H: 2.600 -2.094 1.065
H: 2.283 -0.454 0.119
H: 2.689 0.556 -1.468
H: -0.383 -0.113 2.373
O: 2.516 1.053 -0.646

Computed properties:
LUMO in eV: -3.46
Energy relative to the best compared isomer or geometry (same formula, charge and spin) in kcal/mol: 280.9
Multiplicity: 1
E_HOMO in eV: -7.74
Orbital gap in eV: 4.279

***

Entry 10:
A 2-piece molecular cluster, C7H12O overall at a distorted geometry. Source: the OMol25 dataset; level of theory: wB97M-V/def2-TZVPD.

Element x y z (Å)
C: -0.868 -3.161 0.370
C: 0.082 -3.745 1.112
C: 0.706 3.597 -1.625
C: 0.226 2.327 -1.498
C: 0.248 1.673 -0.270
C: -0.080 0.241 0.005
O: 1.203 -0.270 0.439
C: -1.099 -0.127 1.071
H: 0.727 4.181 -2.537
H: -0.424 -2.678 -0.524
H: 1.239 -1.170 0.114
H: 0.107 -3.644 2.196
H: 0.729 -4.547 0.753
H: 1.128 4.095 -0.755
H: -0.088 1.774 -2.379
H: 0.506 2.396 0.512
H: -0.340 -0.165 -0.977
H: -0.670 -0.078 2.071
H: -1.992 0.503 1.037
H: -1.338 -1.204 0.886

Computed properties:
LUMO (spin up / spin down) in eV: -7.23 / -7.22
Energy relative to the best compared isomer or geometry (same formula, charge and spin) in kcal/mol: 88.8
Charge: +1
Multiplicity: 2
⟨S²⟩: 0.76
E_HOMO (spin up / spin down) in eV: -11.77 / -13.38
Orbital gap (spin up / spin down) in eV: 4.542 / 6.160